No. 1
Below is a structure of composition C37H52N6O2P2ReSi2, with properties calculated with ωB97M-V with the def2-TZVPD basis set.

Summary:
2S+1	2
LUMO (alpha / beta)	-4.975 / -4.929	eV
relative energy (zero: lowest compared OMol25 entry of this formula, charge and spin)	53.4	kJ/mol
HOMO level (alpha / beta)	-12.2 / -12.2	eV
total energy	-3259.83540	Ha
expectation value of S²	0.765
net charge	+2

Geometry as XYZ:
```
102
Properties=species:S:1:pos:R:3:forces:R:3:mulliken_spin:R:1
C 1.2049 2.8867 3.0039 0.0 0.1 0.1 0.00
P -2.2720 -0.5837 -1.5683 -0.1 0.4 0.2 0.00
H 0.5671 -0.0018 2.6696 -0.1 -0.1 0.0 0.00
C -4.4318 0.7054 -2.8332 0.1 0.0 0.0 0.00
C 1.9832 -2.5293 2.8738 -0.1 -0.1 0.3 0.00
O -1.1563 3.5790 1.1156 -0.2 0.1 0.1 0.00
H 3.0016 -4.6961 0.9566 -0.1 0.0 -0.1 0.00
H -2.1745 3.6241 2.7610 0.0 0.1 -0.2 0.00
H -1.8564 -0.0514 -4.9069 0.0 0.0 0.0 0.00
H 1.8623 -1.3893 -3.1386 0.0 0.0 -0.1 0.00
C -0.4265 2.6105 1.0674 0.2 -0.1 -0.9 0.03
C -3.7177 3.2081 -1.8648 0.0 0.0 0.0 0.00
H -3.4820 3.2619 6.0228 0.0 -0.1 0.0 0.00
H -1.9113 -3.0833 6.2349 0.0 0.0 0.0 0.00
C -3.3263 0.8257 -1.9882 0.0 0.1 -0.1 -0.01
H -3.5875 3.2710 3.7075 0.0 0.0 0.0 0.00
C -1.4385 -3.8714 2.9778 0.1 0.0 0.0 0.00
H -3.8224 -6.4170 -0.3554 0.0 0.0 0.0 0.00
N -2.5428 3.6182 5.9728 0.0 0.0 0.0 0.00
H 3.3371 -0.5683 0.9257 0.0 -0.1 -0.1 0.00
C -1.5406 -4.0382 4.3533 0.0 0.0 -0.1 0.00
H -4.6870 -1.9521 -1.0073 0.0 0.0 0.0 0.00
H 0.0832 -3.5955 -1.4864 0.0 0.0 0.0 0.00
H 2.1597 2.6857 2.5091 0.0 0.0 0.0 0.00
H -4.7118 -0.2519 -3.2451 0.0 -0.1 0.0 0.00
H 0.4465 2.6523 -2.7456 0.1 0.0 0.0 0.00
N -2.6396 3.6047 3.6679 0.0 -0.1 0.0 0.00
H 1.7947 1.6562 -2.1748 0.0 0.0 -0.1 0.00
C -4.8232 3.0749 -2.6971 0.0 0.0 0.0 0.00
H -1.3945 -5.0178 4.7905 0.0 0.0 0.0 0.00
C -1.9874 3.8976 4.7858 0.0 0.0 0.0 0.00
C 1.2450 -1.0488 -3.9766 0.2 -0.3 -0.1 0.00
C -3.0450 -1.9620 -2.4108 -0.1 -0.2 0.0 -0.02
N 0.2983 -1.8912 0.4674 0.3 -0.2 0.5 -0.05
H 0.0968 6.0956 3.8731 0.0 0.0 0.0 0.00
H -2.7607 -4.0768 -5.0412 0.0 0.0 0.0 0.00
H 0.6763 -1.9067 -4.3482 0.1 0.0 0.0 0.00
C -0.7581 -4.2270 -1.2260 0.0 0.0 0.0 0.00
H -2.1687 4.0164 6.8175 0.0 0.0 0.0 0.00
C 0.1496 2.0055 2.3203 0.2 -0.3 0.2 -0.01
H -2.1370 -0.5644 2.7617 0.0 0.0 0.0 0.00
H 4.0823 -1.9333 0.1154 -0.1 0.0 0.0 0.00
C -3.1846 -3.6048 -4.1630 0.0 0.0 0.0 0.00
C -2.9606 -5.8053 -0.5911 0.0 0.0 0.0 0.00
C -1.6356 -2.6159 2.4026 0.1 0.0 0.1 0.01
N -0.7733 4.4403 4.7449 0.1 -0.1 -0.1 0.00
O -0.0633 2.0043 -0.0426 -0.2 0.1 0.7 0.00
H 3.0236 -2.7293 3.1578 -0.1 0.0 0.0 0.00
H -0.3186 4.5906 5.6317 0.0 0.0 0.0 0.00
H 1.1182 4.7507 1.9315 0.0 0.0 0.0 0.00
C -2.5001 -2.5731 -3.5335 0.0 0.1 0.0 0.00
H 1.2594 -4.9538 0.7957 0.1 0.0 0.0 0.00
H -0.2832 -5.7347 -2.6749 0.0 0.0 0.0 0.00
H 1.3610 -3.3015 3.3374 0.1 0.1 0.0 0.00
C -2.7493 -4.6174 0.0907 0.1 0.0 0.0 0.01
H 1.7059 -1.5739 3.3244 0.0 0.0 0.1 0.00
H -5.8919 -3.7900 -2.1291 0.0 0.0 0.0 0.00
H -3.4510 -4.3023 0.8539 0.0 0.0 0.0 0.00
C 1.1114 1.8264 -3.0138 0.2 0.3 0.1 0.00
H -3.4268 4.1832 -1.4914 0.0 -0.1 0.0 0.00
H -2.2251 -7.1479 -2.0940 0.0 0.0 0.0 0.00
C 3.1244 -1.4265 0.2755 0.1 0.2 0.0 0.04
C -1.9943 -0.7764 0.1494 0.7 -0.2 -0.2 0.13
C -1.6336 -3.8329 -0.2129 0.0 -0.1 -0.2 0.00
Si 0.1302 0.3211 -3.4382 -0.2 -0.3 0.3 0.00
C -0.1754 5.0878 3.5649 -0.1 0.0 0.1 0.00
H -0.9478 5.1955 2.8116 0.0 0.0 0.0 0.00
H -1.1927 -4.7245 2.3576 0.0 0.0 0.0 0.00
Si 1.8558 -2.5721 1.0233 -0.2 0.2 -0.2 -0.03
P -1.3160 -2.3052 0.6507 0.1 0.7 0.6 0.03
H -0.6389 0.9870 -5.6511 -0.1 0.0 0.1 0.00
C -1.1416 0.7508 -4.7059 -0.2 0.1 -0.2 0.00
H 1.3186 2.5371 4.0324 0.0 0.0 0.0 0.00
H -5.4020 3.9466 -2.9771 0.0 0.0 0.0 0.00
C -1.9352 -1.5249 3.2242 -0.1 -0.1 -0.1 -0.01
C -4.4057 -4.0337 -3.6639 0.0 0.0 0.0 0.00
C -0.9686 -5.4211 -1.8967 0.0 0.0 0.0 0.00
C -2.0638 -6.2116 -1.5731 0.0 0.0 0.0 0.00
H 1.9188 -0.7276 -4.7773 -0.1 0.0 0.1 0.00
H 1.9487 4.8054 3.4627 0.0 0.0 0.0 0.00
H -4.9391 -4.8342 -4.1614 0.0 0.0 0.0 0.00
C -5.1768 1.8251 -3.1802 0.0 0.0 0.0 0.00
H -1.7025 1.6384 -4.3969 0.0 -0.1 -0.1 0.00
C -4.9438 -3.4458 -2.5230 0.1 0.1 0.0 0.00
H 2.2069 -4.4093 -0.5988 0.0 0.0 0.1 0.00
H -1.5356 -2.2565 -3.9146 -0.1 0.0 0.0 0.00
H -6.0284 1.7180 -3.8407 0.0 0.0 0.0 0.00
C -2.9733 2.0937 -1.5162 -0.1 0.0 0.0 0.01
N -0.6808 -0.2731 -1.9431 0.0 0.6 -0.1 -0.07
C -2.0260 -1.6949 4.5975 0.0 0.0 0.0 0.00
Re -0.0099 -0.0209 -0.0698 -1.0 -0.7 -1.2 0.98
C 1.0606 4.4098 2.9671 0.0 0.0 0.0 0.00
H -2.1090 2.2234 -0.8864 0.0 0.0 0.0 0.01
H 1.7176 2.1389 -3.8712 -0.1 0.0 0.1 0.00
C 2.0898 -4.3136 0.4835 0.0 -0.3 -0.2 0.00
C -4.2665 -2.4127 -1.8956 0.1 0.0 -0.1 0.00
H -0.6981 1.8248 2.9838 0.0 -0.1 0.1 0.00
H 1.7337 0.7843 1.8543 0.0 0.0 0.1 -0.01
H -2.2728 -0.8534 5.2336 0.0 0.0 0.0 0.00
H 2.7940 -1.0564 -0.7026 0.1 0.0 0.0 -0.02
N 0.7245 0.6893 1.9441 -0.1 0.0 0.2 -0.03
C -1.8290 -2.9506 5.1634 0.0 0.1 0.0 0.00
```
Forces are in eV/Å.



No. 2
Below is a structure of composition C37H54BN8STi, with properties calculated with ωB97M-V with the def2-TZVPD basis set.

Summary:
2S+1	2
LUMO (alpha / beta)	-6.482 / -6.065	eV
HOMO level (alpha / beta)	-13.8 / -14.1	eV
total energy	-3152.52013	Ha
expectation value of S²	0.754
net charge	+2

Geometry as XYZ:
```
102
Properties=species:S:1:pos:R:3:forces:R:3:mulliken_spin:R:1
H -2.5650 1.9889 -4.3671 0.0 0.0 0.0 0.00
H 2.4246 0.1318 -6.0807 0.0 0.0 0.0 0.00
H -3.9870 -4.0184 0.2645 0.0 0.0 0.0 0.00
N -0.0584 0.2983 2.5426 -0.1 0.0 0.5 -0.04
C -2.9977 -4.3118 0.6141 0.0 0.0 0.0 0.00
C -2.2356 2.4939 2.3701 0.0 -0.1 0.0 0.01
H 0.7377 3.6425 -5.0529 0.0 0.0 0.0 0.00
H 1.0688 0.7328 -5.1401 0.0 0.0 0.0 0.00
H 4.8931 -2.0148 1.7526 0.0 0.0 0.0 0.00
C -2.3325 3.3973 1.1558 0.0 0.1 -0.1 0.00
H 1.3967 1.4637 5.3243 0.0 0.0 0.0 0.00
H -0.0350 -2.7248 1.5533 -0.1 0.0 0.0 0.00
H -2.1138 -2.6110 -5.8250 0.0 0.0 0.0 0.00
C -0.7275 -3.5548 1.3678 0.1 0.0 0.0 0.00
H 3.4306 2.5033 8.5955 0.0 0.0 0.0 0.00
H 0.9814 4.3023 -3.4356 0.0 0.0 0.0 0.00
H -3.0984 -3.3763 -1.9643 0.0 0.0 0.0 0.00
C -1.6728 3.6150 -1.2864 0.0 0.1 -0.1 0.00
C 2.3877 -0.2893 -2.6255 -0.2 -0.1 -0.1 0.00
H -3.1230 -4.8512 1.5517 0.0 0.0 0.0 0.00
C -3.8131 3.6219 0.8117 0.0 0.0 0.0 0.00
H 3.2583 -2.3815 1.1908 0.0 0.0 0.0 0.00
C -2.4261 -2.5825 -1.6924 0.0 0.1 -0.1 0.00
H -1.3883 4.1940 -3.7386 0.0 0.0 0.0 0.00
C -1.0664 2.8241 -2.2466 0.1 -0.1 -0.1 0.01
C 4.1920 -1.8756 0.9304 0.0 0.0 0.0 0.00
N 1.3278 0.0219 -1.8564 0.0 0.1 0.1 0.00
H -4.3539 -1.6097 -3.7821 0.0 0.0 0.0 0.00
H -3.8394 -0.7126 -5.2104 0.0 0.0 0.0 0.00
H -0.9971 1.4582 -4.9871 0.0 0.0 0.0 0.00
C -0.9497 -0.5305 3.1122 -0.1 -0.1 0.3 0.02
N 4.0895 0.5760 8.3176 -0.1 0.0 0.0 0.00
C 0.7381 0.8556 4.7210 0.1 0.0 -0.1 -0.02
C 1.8308 1.2526 7.8999 -0.1 0.0 0.1 0.00
H 1.7461 -2.6953 -3.6750 0.0 0.0 0.0 0.00
H -1.8947 4.3688 1.4054 0.0 0.0 0.0 0.00
H -2.4929 1.4636 2.1106 0.0 0.0 0.0 0.00
H 2.5366 -0.2411 2.3102 0.0 0.0 0.0 0.00
H -1.6728 -0.9989 2.4523 0.1 -0.1 0.0 0.01
C 3.1392 1.5063 8.2875 0.1 0.0 0.0 0.00
H 4.1718 0.1892 2.7553 0.0 0.0 0.0 0.00
C 0.5919 3.4488 -3.9903 0.0 0.0 0.0 0.00
H 4.8979 0.0832 0.4240 0.0 0.0 0.0 0.00
H -2.1125 4.5821 -1.4588 0.0 0.0 0.0 0.00
H -2.5643 -5.0012 -0.1116 0.0 0.0 0.0 0.00
H -2.8657 -3.4611 -4.4825 0.0 0.0 0.0 0.00
H -3.9475 4.2671 -0.0531 0.0 0.0 0.0 0.00
H 1.6503 -2.2200 -5.3709 0.0 0.0 0.0 0.00
H 1.3576 1.7726 2.8947 0.1 0.0 0.0 -0.01
C -2.1992 -1.4506 -4.0063 -0.1 0.0 0.0 0.00
H 1.0863 2.0372 7.9299 0.0 0.0 0.0 0.00
C -1.5898 2.3293 -4.7165 0.0 0.0 0.0 0.00
C 3.4928 -0.4145 -1.7997 0.1 0.0 -0.1 0.00
H 2.6947 1.3697 -4.8629 0.0 0.0 0.0 0.00
H -1.2543 2.5169 2.8375 0.0 0.0 0.0 -0.01
H -1.7483 2.9062 -5.6268 0.0 0.0 0.0 0.00
H 3.4317 -0.9642 -4.2555 0.0 0.0 0.0 0.00
C -0.8914 3.2227 -3.6870 0.0 0.1 0.1 0.00
C 3.7492 -0.6623 7.9733 0.1 0.0 0.0 0.00
H -3.7534 0.0413 -3.6149 0.0 0.0 0.0 0.00
N -1.1202 -1.2283 -0.5085 0.1 0.0 -0.3 0.00
C -2.0567 -2.7802 -4.7504 0.0 0.0 0.0 0.00
H -4.3040 2.6694 0.6016 0.0 0.0 0.0 0.00
C -0.1015 -0.1036 5.3016 0.0 0.0 0.3 0.02
H 2.2498 -2.0505 7.2950 0.0 0.0 0.0 0.00
H 4.6034 -2.3631 0.0482 0.0 0.0 0.0 0.00
Ti -0.0269 0.1476 0.4971 0.4 0.1 -0.4 0.85
C -3.6209 -0.8951 -4.1586 0.0 0.0 0.0 0.00
C 0.7327 1.0239 3.3597 -0.1 -0.1 0.1 0.03
H -0.8494 -4.0914 2.3084 0.0 0.0 0.0 0.00
H -0.1643 0.4591 -3.4618 0.0 0.0 0.0 0.00
C 3.9453 -0.3796 0.6961 0.1 0.0 -0.1 0.00
C -2.0871 -3.1051 0.8274 -0.1 0.0 0.0 0.00
H -1.5052 -0.7248 -4.4292 0.0 0.0 0.0 0.00
H -1.7230 -1.4726 4.8584 0.0 0.0 0.0 0.00
C 1.5100 -1.8701 -4.3484 0.0 0.0 0.0 0.00
H -2.9577 2.8191 3.1183 0.0 0.0 0.0 0.00
N -0.9644 1.7581 -0.2879 0.0 0.1 -0.3 0.02
H 4.5342 -1.4070 8.0300 0.0 0.0 0.0 0.00
C 2.3974 -0.6521 -4.0914 0.1 0.0 0.1 0.00
C -0.9966 -0.7764 4.4622 -0.1 0.2 -0.1 -0.01
H -2.5770 -2.4627 1.5682 0.0 0.0 0.0 0.00
H 3.2201 1.3348 1.8165 0.0 0.0 0.0 0.00
N -0.6383 1.6983 -1.6502 -0.1 -0.2 0.2 0.02
C 1.5038 -0.0391 7.5097 0.1 0.3 0.1 0.00
H 4.4937 -0.6586 -2.1133 0.0 0.0 0.0 0.00
N -1.1016 -0.8099 -1.8327 0.0 0.1 0.2 0.00
N 1.7388 0.0659 -0.5182 -0.1 0.2 -0.3 0.04
H -0.2418 -4.2226 0.6546 0.0 0.0 0.0 0.00
C 3.0689 -0.2017 -0.5080 -0.2 0.0 0.2 0.00
C 2.1237 0.4701 -5.0895 0.0 0.0 0.0 0.00
H -1.1113 -3.2774 -4.5346 0.0 0.0 0.0 0.00
C 2.4740 -1.0267 7.5610 -0.1 0.0 -0.1 0.00
H -4.3200 4.0846 1.6574 0.0 0.0 0.0 0.00
C -1.9200 -2.3156 -0.4391 0.2 -0.1 0.1 0.01
C -1.6224 2.9294 -0.0909 0.0 -0.2 0.2 0.01
S -0.1544 -0.4466 7.0153 -0.1 -0.2 -0.2 0.01
C 3.4329 0.2738 1.9587 -0.1 0.1 0.1 0.00
H 0.4583 -1.6179 -4.2244 0.0 0.0 0.0 0.00
B -0.1441 0.3589 -2.2921 -0.1 -0.1 0.1 -0.03
C -1.8985 -1.6154 -2.5479 0.0 0.0 -0.1 0.02
H 1.1846 2.5758 -3.7222 0.0 0.0 0.0 0.00
```
Forces are in eV/Å.



Q: The lowest total energy belongs to which entry?
A: C37H52N6O2P2ReSi2